This record from the Open Molecules 2025 dataset describes one molecule with the formula C5H6O at a distorted geometry. The level of theory is ωB97M-V/def2-TZVPD.

- Relative energy (zero: lowest compared OMol25 entry of this formula, charge and spin): 1.458 eV
- Lowest unoccupied orbital energy: 1.01 eV
- Highest occupied orbital energy: -8.6 eV
- SMILES string: Cc1ccoc1
- Electronic energy: -269.2927 Eh

Geometry (Å):
C -1.698 -0.154 -0.044
C -0.237 0.102 -0.170
C 0.764 -0.895 -0.208
C 1.964 -0.287 -0.029
O 1.782 1.075 0.013
C 0.452 1.277 -0.095
H -2.265 0.777 -0.029
H -1.916 -0.694 0.888
H -2.040 -0.778 -0.872
H 0.682 -1.973 -0.200
H 2.391 -0.757 0.838
H 0.123 2.307 -0.093

These are the natural (NBO) partial charges, in e, on atoms 1 to 6: number 1, C, carries -0.6226; number 2, C, carries -0.1360; number 3, C, carries -0.2438; number 4, C, carries -0.0003; number 5, O, carries -0.4086; number 6, C, carries 0.1213